Entry from the OMol25 dataset: 2 unconnected molecules or ions with the total composition C11H22F3N6O5P in a non-equilibrium geometry (ωB97M-V with the def2-TZVPD basis set).

Positions of all 48 atoms, in Å:
N 1.464025 -1.674099 -2.830344
P 0.309931 -0.754373 -3.387388
C -0.625565 -0.014356 -1.962661
N -1.494345 1.152554 -2.317890
C -2.144711 1.666599 -1.180083
N -2.635955 2.931521 -1.272425
N -2.286542 1.071135 0.005230
C -1.832403 -0.334509 0.131714
C -2.860815 -1.168452 0.927679
C -3.024973 -0.770827 2.427693
C -1.713743 -0.383329 3.151513
N -1.182849 0.949285 3.023692
O -1.133800 -1.130202 3.847887
C -1.551930 -1.010632 -1.208698
O -1.044735 -2.330947 -1.103082
N -2.029060 -3.190506 -1.635932
O -1.786757 -4.303612 -1.403179
H 1.406520 -1.667074 -1.808250
H 0.918175 0.306166 -4.107594
H -0.577812 -1.445457 -4.268022
H 0.089046 0.366638 -1.186712
H -2.249236 0.777911 -2.909819
H -2.292542 3.583337 -0.579512
H -3.323495 3.158031 -1.974868
H -3.210516 1.231502 0.396025
H -0.851758 -0.320046 0.670274
H -2.684391 -2.249465 0.829565
H -3.849559 -0.992313 0.440942
H -3.403829 -1.665327 2.954223
H -3.795854 0.009357 2.590997
H -1.922173 1.568404 2.692778
H -0.429315 0.974295 2.331714
H -2.495859 -1.061711 -1.800215
C 5.230932 -0.281026 0.540634
C 4.072819 -0.761524 1.403797
O 3.261341 0.276136 1.922861
C 2.235948 0.845858 1.084815
O 1.459055 -0.077220 0.548627
C 2.788792 1.843420 0.020553
F 3.805006 2.589685 0.514134
F 1.823551 2.735896 -0.344406
F 3.240824 1.283319 -1.112918
H 5.680886 0.622681 0.953704
H 5.995023 -1.059169 0.468932
H 4.907601 -0.062482 -0.474543
H 4.502906 -1.245796 2.285456
H 3.485019 -1.529824 0.894161
H 1.757124 1.540549 1.808942

Atoms 1-2, force components in eV/Å:
N -1.1 0.4 -0.1
P 2.5 -1.0 1.4

Computed properties:
Strongest force on any atom: 3.02 eV Å⁻¹
LUMO level: -0.075 hartree
Total charge: 0
HOMO: -7.37 eV
DFT total energy: -48375.94116 eV
Molecular weight: 406.3 g/mol